Density functional theory data (ωB97M-V/def2-TZVPD) for 6 unconnected molecules or ions with the total composition C40H66BNO18S2 at a distorted geometry.

Values from the calculation:
HOMO energy   -7.81 eV
E   -3794.0490 hartree
Spin multiplicity   1
HOMO-LUMO gap   8.07 eV
SMILES string   OCCOCOCBCCCSC(=S)N(c1ccccc1)c1ccccc1.CCOC(=O)OC.CCOC(=O)OC.CCOC(=O)OC.CCOC(=O)OC.CCOC(=O)OC

The geometry in XYZ format:
```
128
C40H66BNO18S2 | the OMol25 dataset | ωB97M-V/def2-TZVPD
S -1.4053 -2.4479 -4.1037
S -1.4994 -5.3832 -4.3882
O -8.3467 -0.6098 -1.4086
O -6.4077 3.2833 4.1790
O -5.2838 10.9426 5.0810
O 7.2848 -5.1803 0.0932
O 4.5982 2.9309 -0.5811
O -7.4477 0.8269 -2.8993
O 2.6830 -3.0009 -0.8420
O -5.8544 10.0548 6.9613
O 13.6563 -3.3260 1.8916
O -7.6312 1.6426 3.4960
O 5.7471 3.8403 -2.1644
O -9.3197 -0.1246 -3.3917
O 12.3560 -3.3909 0.1722
O -5.1507 8.6999 5.2931
O 4.7006 -4.1377 -0.6651
O 3.8477 2.7354 -2.7005
O -5.7851 2.1651 2.3134
O 13.5301 -5.2470 0.7135
N -2.1506 -4.2018 -2.1113
C -4.1853 -1.6438 -0.3643
C 1.0724 -1.2556 -4.4293
C -6.3847 1.0578 -1.9696
C -1.5859 -7.5297 -0.5452
C 2.3490 -1.1811 -3.5812
C -5.2797 4.1626 4.0302
C -1.5128 -5.2532 -1.3369
C -1.8880 -0.9739 -0.1853
C -0.3762 -7.3441 0.1144
C -10.4154 -0.9935 -3.0628
C -0.3006 -5.0686 -0.6869
C 4.6512 3.1380 -1.8980
C -2.4576 -2.9968 -1.3695
C -1.5047 -2.0949 -0.9062
C -8.3720 -0.0248 -2.4624
C 5.8949 -3.4055 -0.8585
C -2.1504 -6.4872 -1.2714
C 7.0755 -4.3307 -1.0222
C -1.7088 -4.0838 -3.4266
C -11.4010 -0.3267 -2.1284
C -3.2340 -0.7452 0.0937
C -4.6980 8.4561 8.4027
C -7.9183 0.6238 2.5308
C -6.0167 8.9124 7.8185
C 3.6112 -3.8346 -1.4796
C -6.5326 2.3506 3.2396
C 3.4255 2.2407 -0.1489
C 5.0885 5.3456 -3.9734
C -3.7986 -2.7646 -1.0962
C 14.5543 -3.9766 2.7945
C 5.9453 4.1733 -3.5495
C 10.6113 -4.9793 -0.4663
C -4.7624 10.8176 3.7554
C 0.2632 -6.1099 0.0447
C -5.4033 9.7898 5.7382
C 0.3913 -2.6225 -4.2384
C -5.5350 5.2393 3.0000
C 13.2077 -4.1040 0.9058
C 11.7505 -4.0959 -0.9246
C 2.9613 -1.5931 -0.8998
B 2.0725 -0.9750 -2.0617
H -4.8512 11.8017 3.3059
H -2.0958 -8.4804 -0.4959
H -10.0312 -1.9225 -2.6433
H -3.5333 0.1235 0.6628
H 9.8849 -4.4043 0.1066
H 2.6581 -1.1808 0.0628
H 1.1993 -5.9289 0.5534
H -1.1364 -0.2721 0.1462
H -5.1380 4.6029 5.0150
H -8.7465 0.0523 2.9377
H -4.5502 -3.4613 -1.4378
H 3.5737 1.9959 0.8985
H 14.0245 -4.7250 3.3814
H -10.9448 -0.1275 -1.1597
H 4.0269 -1.3660 -0.9906
H -4.0336 8.0866 7.6228
H -4.7060 5.9463 2.9849
H 5.7566 3.2952 -4.1659
H 6.9275 -4.9682 -1.8912
H -0.4575 -2.2385 -1.1185
H 2.9635 -0.3167 -3.8690
H 5.8414 -2.7558 -1.7368
H -4.8650 7.6547 9.1223
H -6.4503 5.7820 3.2375
H 5.3319 5.6363 -4.9951
H -5.3349 10.0937 3.1801
H -3.0816 -6.6158 -1.8017
H -6.7512 1.6108 -1.1056
H 3.2847 1.3287 -0.7234
H 7.0021 4.4204 -3.6253
H 7.0694 -4.6793 0.8858
H 0.3941 -0.4597 -4.1206
H 14.9360 -3.1984 3.4483
H 0.7777 -3.1227 -3.3490
H 0.6220 -3.2792 -5.0742
H 0.0713 -8.1440 0.6859
H -10.8842 -1.2212 -4.0179
H -8.2099 1.0699 1.5816
H 6.0592 -2.7587 0.0106
H -6.5107 8.1117 7.2693
H 12.5112 -4.6645 -1.4584
H 3.0860 -4.7644 -1.6853
H -11.7384 0.6220 -2.5469
H 15.3746 -4.4445 2.2555
H -5.2333 -1.5002 -0.1427
H -4.2004 9.2838 8.9090
H 10.9732 -5.7844 0.1714
H -12.2672 -0.9705 -1.9762
H 0.2343 -4.1350 -0.7343
H 10.1051 -5.4234 -1.3232
H -4.3916 3.5791 3.7897
H 2.9598 -2.0624 -3.7924
H 11.3880 -3.3135 -1.5892
H 7.9643 -3.7107 -1.1834
H 1.1344 -0.2879 -1.7726
H -5.6449 4.8107 2.0044
H -5.9422 0.1195 -1.6483
H -7.0580 -0.0246 2.3831
H 2.5471 2.8758 -0.2512
H -5.6394 1.6515 -2.4898
H 3.9402 -3.3903 -2.4243
H 4.0305 5.0908 -3.9303
H -3.7158 10.5194 3.7873
H 5.2601 6.1982 -3.3158
H -6.6897 9.2497 8.6041
H 1.2947 -1.0944 -5.4822
```

These are the Löwdin partial charges, in e, on atoms 1 to 99:
1 S 0.89
2 S 0.69
3 O 0.11
4 O 0.04
5 O 0.01
6 O -0.05
7 O 0.01
8 O 0.01
9 O -0.12
10 O 0.04
11 O 0.00
12 O 0.01
13 O 0.04
14 O 0.04
15 O 0.04
16 O 0.11
17 O -0.07
18 O 0.12
19 O 0.11
20 O 0.12
21 N -0.08
22 C -0.08
23 C -0.27
24 C -0.02
25 C -0.07
26 C -0.16
27 C -0.21
28 C -0.25
29 C -0.06
30 C -0.08
31 C -0.21
32 C -0.01
33 C -0.61
34 C -0.26
35 C -0.05
36 C -0.61
37 C -0.21
38 C -0.04
39 C -0.25
40 C -1.04
41 C -0.06
42 C -0.07
43 C -0.06
44 C -0.03
45 C -0.21
46 C -0.25
47 C -0.62
48 C -0.03
49 C -0.06
50 C 0.00
51 C -0.04
52 C -0.21
53 C -0.07
54 C -0.04
55 C -0.07
56 C -0.62
57 C -0.48
58 C -0.06
59 C -0.61
60 C -0.21
61 C -0.16
62 B -0.12
63 H 0.09
64 H 0.10
65 H 0.12
66 H 0.10
67 H 0.07
68 H 0.11
69 H 0.10
70 H 0.10
71 H 0.12
72 H 0.09
73 H 0.12
74 H 0.10
75 H 0.10
76 H 0.07
77 H 0.10
78 H 0.07
79 H 0.08
80 H 0.12
81 H 0.13
82 H 0.09
83 H 0.12
84 H 0.12
85 H 0.08
86 H 0.08
87 H 0.08
88 H 0.09
89 H 0.11
90 H 0.10
91 H 0.07
92 H 0.12
93 H 0.09
94 H 0.09
95 H 0.09
96 H 0.07
97 H 0.07
98 H 0.10
99 H 0.12